[1]
Formula: C4H9N2O5
Source: OMol25
Level of theory: wB97M-V/def2-TZVPD

Each line ends with the Mulliken charge.
Geometry (Å):
C (0.953, -0.897, -0.756)  -0.9688
C (-0.388, 1.264, -0.497)  -0.4842
C (-1.139, -0.743, 0.730)  -0.8475
C (-0.092, -0.086, -0.043)  0.7599
N (1.670, 0.731, 1.660)  -0.7405
N (2.078, -0.021, 2.583)  1.2216
O (2.950, 0.360, 3.436)  -0.7528
O (1.611, -1.158, 2.613)  -0.7560
O (0.524, -1.048, -2.173)  -0.5823
O (-0.595, 2.103, 0.693)  -0.5784
O (-0.783, -1.954, 1.356)  -0.6113
H (1.842, -0.242, -0.704)  0.4031
H (1.150, -1.927, -0.492)  0.2819
H (-1.353, 1.314, -1.062)  0.3070
H (0.443, 1.537, -1.153)  0.2952
H (-1.570, -0.125, 1.418)  0.4108
H (-2.003, -0.987, 0.173)  0.4381
H (-0.161, -1.746, -2.302)  0.3061
H (0.043, 1.770, 1.320)  0.4006
H (0.061, -1.845, 1.765)  0.4977

## Properties
HOMO energy (spin up / spin down) ... -5.066 / -4.165 eV
LUMO (spin up / spin down) ... 0.12004 / 0.12143 Eh
2S+1 ... 1
Orbital gap (spin up / spin down) ... 8.332 / 7.469 eV
Total charge ... -1

=====

[2]
Formula: C7H8N3O
Source: OMol25
Level of theory: wB97M-V/def2-TZVPD

Each line ends with the Mulliken charge.
Geometry (Å):
C (-0.109, -2.350, 0.377)  -0.4175
C (1.173, -2.006, 0.115)  -0.4642
C (-1.137, -1.417, 0.289)  -0.1026
C (2.473, 1.334, -0.202)  -0.2728
C (1.479, -0.622, 0.021)  0.4018
C (0.624, 0.451, 0.015)  0.6312
C (-2.559, 1.628, 0.733)  -0.5217
N (1.207, 1.634, -0.168)  -0.4834
N (2.693, -0.027, -0.129)  -0.0131
N (-1.132, -0.173, -0.026)  0.0682
O (-2.271, 0.556, -0.178)  -0.2435
H (-0.522, -3.348, 0.662)  0.3331
H (1.907, -2.932, 0.157)  0.2654
H (-2.048, -1.774, 0.646)  0.4262
H (3.270, 1.973, -0.170)  0.4549
H (-1.708, 2.354, 0.749)  0.2769
H (-2.745, 1.230, 1.730)  0.2911
H (-3.446, 2.098, 0.190)  0.2441
H (3.574, -0.437, -0.196)  0.1259

## Properties
HOMO energy ... -13.539 eV
LUMO ... -0.18088 Eh
2S+1 ... 1
Energy above the lowest of the compared OMol25 structures with the same formula, charge and spin ... 457.7 kJ/mol
Orbital gap ... 8.617 eV
Total charge ... +1

=====

[3]
Formula: C26H28F6N2O9PS4Ta
Source: OMol25
Level of theory: wB97M-V/def2-TZVPD

Each line ends with the Mulliken charge.
Geometry (Å):
Ta (0.069, 0.014, 0.298)  3.0888
F (-3.047, -3.884, -1.675)  -0.1922
C (-2.529, -2.877, -1.016)  0.7656
F (-2.292, -3.217, 0.237)  -0.2136
F (-3.334, -1.825, -1.064)  -0.1843
S (-0.929, -2.418, -1.856)  1.0994
O (-0.618, -1.023, -1.367)  -0.8997
O (-1.141, -2.481, -3.248)  -0.5848
N (0.130, -3.415, -1.306)  -0.4825
S (1.024, -3.186, -0.054)  0.8877
O (0.540, -1.994, 0.733)  -1.0271
O (1.295, -4.327, 0.720)  -0.5341
C (2.600, -2.544, -0.778)  0.7783
F (3.107, -3.418, -1.610)  -0.1823
F (3.454, -2.238, 0.174)  -0.2018
F (2.274, -1.414, -1.456)  -0.2662
C (-6.206, 2.085, 5.355)  -1.5083
C (-5.037, 1.490, 4.635)  0.8286
C (-4.070, 2.312, 4.050)  -1.0006
C (-2.972, 1.773, 3.409)  -0.3084
C (-2.838, 0.388, 3.362)  0.7198
C (-3.774, -0.460, 3.952)  -0.9136
C (-4.873, 0.104, 4.569)  -0.9311
S (-1.469, -0.344, 2.610)  1.4240
O (-1.029, -1.457, 3.376)  -0.7270
O (-1.743, -0.641, 1.133)  -0.4643
N (-0.327, 0.739, 2.236)  -0.2892
C (0.770, 0.981, 3.172)  -0.5928
C (2.057, 0.839, 2.385)  0.2926
O (3.142, 1.178, 2.721)  -0.5530
O (1.810, 0.299, 1.155)  -0.6177
H (-5.923, 2.326, 6.382)  0.3115
H (-7.043, 1.391, 5.396)  0.4026
H (-6.538, 3.008, 4.881)  0.3938
H (-4.180, 3.387, 4.107)  0.4642
H (-2.225, 2.421, 2.966)  0.3392
H (-3.640, -1.533, 3.936)  0.5284
H (-5.614, -0.540, 5.025)  0.4261
H (0.765, 0.253, 3.989)  0.5880
H (0.720, 1.980, 3.606)  0.4239
C (-3.447, 1.569, -0.105)  -1.2932
P (-1.766, 1.741, -0.762)  2.4275
C (-1.963, 1.571, -2.560)  0.0554
C (-0.908, 1.248, -3.412)  -0.1102
C (-1.109, 1.163, -4.781)  -1.0581
C (-2.365, 1.401, -5.320)  -0.6942
C (-3.423, 1.722, -4.484)  -0.8141
C (-3.226, 1.806, -3.114)  -0.6668
C (-1.261, 3.458, -0.461)  0.3948
C (-0.533, 3.806, 0.675)  0.0148
C (-0.172, 5.127, 0.906)  -1.0616
C (-0.536, 6.113, 0.000)  -0.7007
C (-1.264, 5.777, -1.134)  -0.7579
C (-1.625, 4.458, -1.367)  -0.8924
H (-4.026, 2.466, -0.320)  0.6276
H (-3.416, 1.429, 0.971)  -0.0944
H (-3.927, 0.702, -0.558)  0.4052
H (0.077, 1.042, -3.020)  0.5495
H (-0.283, 0.895, -5.425)  0.4891
H (-2.522, 1.330, -6.388)  0.4515
H (-4.407, 1.905, -4.893)  0.4668
H (-4.073, 2.053, -2.489)  0.4105
H (-0.251, 3.054, 1.404)  0.4075
H (0.392, 5.384, 1.793)  0.5121
H (-0.256, 7.142, 0.180)  0.4554
H (-1.553, 6.543, -1.841)  0.4743
H (-2.180, 4.210, -2.262)  0.4311
C (3.696, 1.476, -0.979)  -0.9733
S (2.159, 2.372, -0.885)  0.5849
C (2.098, 3.075, -2.519)  -1.0180
O (1.008, 1.303, -0.992)  -0.4861
H (3.727, 0.867, -1.880)  0.3247
H (3.804, 0.885, -0.073)  0.2947
H (4.467, 2.249, -1.003)  0.5291
H (2.912, 3.797, -2.589)  0.5691
H (1.141, 3.587, -2.613)  0.2757
H (2.205, 2.289, -3.263)  0.3818

## Properties
HOMO energy ... -14.625 eV
LUMO ... -0.25457 Eh
2S+1 ... 1
Energy above the lowest of the compared OMol25 structures with the same formula, charge and spin ... 46.4 kJ/mol
Orbital gap ... 7.698 eV
Total charge ... +2

=====

[4]
Formula: C3H3NO3S
Source: OMol25
Level of theory: wB97M-V/def2-TZVPD

Each line ends with the Mulliken charge.
Geometry (Å):
C (0.489, 0.254, -0.871)  0.1874
C (-1.139, -0.400, 1.504)  0.7486
C (-0.426, -0.330, -1.680)  -0.6832
N (0.289, 0.275, 0.467)  -0.1414
O (-1.781, -1.135, 0.876)  -0.4603
O (2.720, 0.741, 0.986)  -0.4761
O (-0.974, 0.218, 2.499)  -0.4967
S (1.380, 0.515, 1.515)  0.5593
H (1.223, 0.976, -1.339)  0.2468
H (-0.612, -0.379, -2.800)  0.2290
H (-1.169, -0.735, -1.155)  0.2866

## Properties
HOMO energy (spin up / spin down) ... -10.004 / -10.003 eV
LUMO (spin up / spin down) ... -0.06513 / -0.06515 Eh
2S+1 ... 1
Energy above the lowest of the compared OMol25 structures with the same formula, charge and spin ... 284.7 kJ/mol
Orbital gap (spin up / spin down) ... 8.232 / 8.230 eV
Total charge ... 0